Formula: C8H9IN2
Source: OMol25
Level of theory: ωB97M-V/def2-TZVPD

Each line ends with the Löwdin charge.
Positions of all 20 atoms, in Å:
C -2.499 0.052 1.366  0.04
C -1.917 -1.033 0.728  0.06
C -1.969 1.342 1.299  0.08
C -0.704 1.537 0.711  0.02
C 0.288 -1.651 -0.362  0.12
C -0.662 -0.746 0.327  -0.11
C 2.249 -0.116 -1.197  -0.63
C 1.282 0.864 -0.467  -0.10
N 1.449 -1.417 -0.957  0.08
N -0.067 0.539 0.175  0.03
I 2.610 0.107 -3.328  1.00
H -3.513 -0.210 1.731  0.16
H -2.160 -2.170 0.800  0.20
H -2.279 2.137 1.932  0.14
H -0.173 2.507 0.695  0.18
H -0.068 -2.623 -0.465  0.14
H 3.225 -0.077 -0.676  0.11
H 1.052 1.686 -1.310  0.16
H 1.779 1.488 0.243  0.12
H 2.078 -2.217 -1.243  0.19

Values from the calculation:
Frontier orbital gap (eV): 6.99
DFT total energy (eV): -19502.8858
Energy relative to the best compared isomer or geometry (same formula, charge and spin) (eV): 0.0000
Total charge: +2
HOMO (eV): -17.0